No. 1
C20H21F3N2O4S | the ωB97M-V functional and the def2-TZVPD basis

Results
DFT total energy = -1882.78486 hartree
HOMO = -0.2359 Eh
Gap between HOMO and LUMO = 0.15568 hartree

```
! RIJCOSX wB97M-V def2-TZVPD def2/J DEFGRID3
* xyz 0 1
F 4.74068 2.53760 -2.53845
C 3.70358 1.67667 -2.53079
F 3.76377 0.90637 -3.64430
F 3.80973 0.87098 -1.44337
S 2.07412 2.62422 -2.47694
C 0.93030 1.31596 -2.47646
C -0.45529 1.53737 -2.52721
C -1.37223 0.42355 -2.55525
C -2.73605 0.61557 -2.55793
C -3.26491 1.92960 -2.54760
N -4.66922 2.15463 -2.55649
O -5.07502 3.34240 -2.54776
O -5.44446 1.17129 -2.57322
C -2.39675 3.04158 -2.52953
C -1.03361 2.85657 -2.52901
O 2.06481 3.30051 -1.19355
O 2.03793 3.37297 -3.71517
H 1.35274 0.31717 -2.56680
H -0.95067 -0.58519 -2.57863
H -3.43190 -0.22049 -2.57023
H -2.83147 4.03909 -2.52104
H -0.39589 3.74021 -2.53493
C 0.40882 -4.71988 1.71165
C 0.95857 -4.15027 0.40432
C 0.20367 -2.90296 -0.05019
N 0.07047 -1.91873 1.03779
C 0.28473 -0.63937 0.79438
C 0.43350 0.37528 1.80156
C 0.98329 0.08551 3.08283
C 0.95108 1.04065 4.09420
C 0.46300 2.32940 3.83163
C 0.02327 2.66293 2.54166
C 0.02625 1.70835 1.53270
C -0.53758 -2.46061 2.27045
C 0.26629 -3.64630 2.78819
H -0.57704 -5.16211 1.51945
H 1.06288 -5.52064 2.07008
H 2.01983 -3.89955 0.52483
H 0.89633 -4.90081 -0.39012
H 0.72060 -2.42129 -0.88829
H -0.80772 -3.19408 -0.37781
H 0.34298 -0.34234 -0.26203
H 1.42140 -0.89930 3.26771
H 1.30597 0.77416 5.09286
H 0.43722 3.07386 4.62940
H -0.32340 3.67708 2.32697
H -0.30227 1.95275 0.52039
H -0.62982 -1.68902 3.03873
H -1.54990 -2.81784 2.01484
H -0.23117 -4.05758 3.67349
H 1.25858 -3.30589 3.11298
*
```

No. 2
C29H31N4O | the ωB97M-V functional and the def2-TZVPD basis

Results
Structure (SMILES) = Cc1ccc[n+]([C@H](/C=C/N2[C@H](Cc3ccccc3)C(=O)N(C)C2(C)C)c2ccc(C#N)cc2)c1
ΔE to the lowest compared entry with this formula, charge and spin = 2.8675 eV
DFT total energy = -1417.66093 hartree
HOMO = -0.3995 Eh
Gap between HOMO and LUMO = 0.26050 hartree

```
! RIJCOSX wB97M-V def2-TZVPD def2/J DEFGRID3
* xyz 1 1
C 0.94139 -4.66972 -2.88450
C 1.45501 -4.17337 -1.56216
C 1.66290 -5.17604 -0.62925
C 2.09536 -4.78864 0.64340
C 2.27394 -3.43394 0.95246
N 2.06250 -2.43779 0.05240
C 2.22425 -0.78535 0.65728
C 1.25317 0.29493 0.28258
C -0.08757 0.31179 0.52599
N -0.96146 1.39270 0.55331
C -2.39306 1.14304 0.74536
C -2.93509 0.18894 -0.30771
C -4.40398 -0.08978 -0.12949
C -5.27178 0.15105 -1.19250
C -6.64830 0.03371 -1.00284
C -7.14201 -0.37448 0.24883
C -6.25723 -0.71330 1.28082
C -4.87932 -0.57378 1.09344
C -3.00586 2.54401 0.69754
O -4.18706 2.84727 0.81335
N -1.97811 3.41716 0.50132
C -2.19306 4.84681 0.42397
C -0.66078 2.81827 0.41322
C -0.02800 3.19595 -0.92672
C 0.24177 3.39920 1.50408
C 3.67746 -0.39284 0.29313
C 4.65066 -1.37187 0.45789
C 6.00957 -1.10462 0.34035
C 6.44913 0.18186 0.06000
C 7.86298 0.46107 0.06360
N 9.02684 0.63411 0.10319
C 5.50093 1.19393 -0.12218
C 4.13129 0.90498 -0.05805
C 1.65682 -2.83194 -1.19013
H 0.69447 -3.86993 -3.58856
H 1.66688 -5.35582 -3.34714
H 0.04538 -5.28333 -2.68402
H 1.45814 -6.20886 -0.89518
H 2.28567 -5.53084 1.39835
H 2.57911 -3.14848 1.96433
H 2.13194 -1.16035 1.73471
H 1.63445 1.23681 -0.11859
H -0.58875 -0.64306 0.66279
H -2.56557 0.72778 1.75562
H -2.76843 0.63797 -1.30024
H -2.37200 -0.75722 -0.26908
H -4.83831 0.46124 -2.14940
H -7.32130 0.26214 -1.83021
H -8.21869 -0.44592 0.40947
H -6.62780 -1.07989 2.24130
H -4.16093 -0.81065 1.88140
H -3.25910 5.07299 0.52602
H -1.64125 5.37058 1.21954
H -1.84238 5.25541 -0.53616
H -0.75932 3.07929 -1.74051
H 0.28385 4.24783 -0.84134
H 0.85032 2.58266 -1.13244
H -0.30866 3.52907 2.44705
H 1.12474 2.76694 1.64464
H 0.55820 4.38808 1.14721
H 4.34898 -2.39082 0.66373
H 6.72614 -1.90842 0.48460
H 5.85017 2.21668 -0.29752
H 3.44677 1.73882 -0.25547
H 1.44398 -2.02402 -1.89689
*
```

No. 3
C3H11N2 | the ωB97M-V functional and the def2-TZVPD basis

Results
Structure (SMILES) = C[NH2+]CCN
ΔE to the lowest compared entry with this formula, charge and spin = 1.1308 eV
DFT total energy = -230.14082 hartree
HOMO = -0.5550 Eh
Gap between HOMO and LUMO = 0.44143 hartree

```
! RIJCOSX wB97M-V def2-TZVPD def2/J DEFGRID3
* xyz 1 1
C -1.34637 0.09682 1.14828
N -0.70631 0.91906 0.05567
C -0.33208 0.03450 -1.15806
C 0.90746 -0.71086 -0.68551
N 1.56203 -0.07412 0.50076
H -2.41669 0.03684 0.97260
H -1.00187 -0.93680 0.99986
H -0.88896 0.38673 2.09000
H 0.24313 1.08303 0.47899
H -1.37440 1.64128 -0.18271
H -1.27319 -0.49672 -1.29585
H -0.14598 0.66383 -2.02311
H 0.88301 -1.79542 -0.59479
H 1.59930 -0.52901 -1.50269
H 2.31999 0.47589 0.12170
H 1.97095 -0.79506 1.07485
*
```

Question: What is the formula in the second record?
Answer: C29H31N4O